DFT (ωB97M-V/def2-TZVPD) results for C2H5NOS2 in the gas phase at a distorted geometry.

The geometry in XYZ format:
```
11
Properties=species:S:1:pos:R:3:nbo_charge:R:1
C 0.7056 -0.7469 1.4349 -0.257
C 0.0043 0.7577 -0.2711 0.395
H 1.7856 -0.4683 1.3229 0.209
H 0.6005 -1.8047 1.6041 0.197
H 0.2520 -0.1418 2.2376 0.209
H -0.7522 1.7437 -1.8648 0.429
H -1.1470 -1.3616 -1.3896 0.148
N -0.6918 0.8465 -1.4196 -0.724
O 0.0121 -0.4780 0.1973 -0.519
S 0.7244 2.0801 0.4317 -0.259
S -1.4935 -0.4268 -2.2834 0.172
```

## Properties
- LUMO energy: 0.6 eV
- Total energy: -27362.3164 eV
- HOMO-LUMO gap: 8.97 eV
- Charge: 0
- SMILES: COC(=S)NS